(1)
Molecular formula: C18H18F2O7S
Method: DFT, ωB97M-V/def2-TZVPD

Each line ends with the natural charge from an NBO analysis.
Cartesian coordinates (Å):
C  -2.2832  -1.3277  2.1851  -0.64
C  -0.9021  -1.5583  2.7775  -0.07
H  -0.8119  -2.5921  3.1271  0.20
H  -0.7034  -0.8675  3.5989  0.19
O  0.1414  -1.3057  1.8341  -0.50
C  0.4223  -2.2686  0.9643  0.80
O  -0.1803  -3.3049  0.8642  -0.60
C  1.6203  -1.9252  0.1024  -0.47
H  2.1178  -2.8597  -0.1750  0.26
S  2.8053  -0.8531  0.9844  0.23
C  2.9590  0.3093  -0.4509  0.11
O  2.1113  1.4073  -0.3043  -0.51
C  0.7541  1.1694  -0.4100  0.24
C  -0.0800  2.2264  -0.0482  0.27
C  -1.4461  2.0040  -0.2367  0.26
C  -1.9986  0.7918  -0.6919  -0.21
C  -1.1324  -0.2778  -0.9751  0.39
C  0.2420  -0.0602  -0.8704  -0.19
C  1.2444  -1.1641  -1.2078  0.28
O  0.8571  -2.0437  -2.2114  -0.71
H  -0.0207  -2.3938  -2.0004  0.50
C  2.5573  -0.5143  -1.6535  -0.45
H  3.2914  -1.2843  -1.8855  0.25
H  2.3977  0.1150  -2.5298  0.23
O  -1.5291  -1.5427  -1.3117  -0.54
C  -2.8601  -1.7970  -1.6987  -0.24
H  -3.1781  -1.1229  -2.4973  0.18
H  -2.8602  -2.8225  -2.0669  0.21
H  -3.5428  -1.7249  -0.8487  0.18
C  -3.4144  1.0317  -0.6968  -0.31
C  -3.5826  2.3034  -0.2676  0.12
O  -2.4132  2.9065  0.0192  -0.39
H  -4.4739  2.8826  -0.1248  0.21
H  -4.2061  0.3723  -0.9810  0.23
O  0.2769  3.4465  0.4274  -0.50
C  1.4827  3.5967  1.1522  -0.24
H  2.3517  3.6287  0.4923  0.19
H  1.6167  2.7946  1.8805  0.18
H  1.3833  4.5495  1.6713  0.19
C  4.3747  0.8846  -0.5402  0.56
F  4.7663  1.4282  0.6287  -0.33
F  5.2697  -0.0766  -0.8451  -0.33
H  4.4328  1.6686  -1.3129  0.14
H  -2.3664  -0.3133  1.8024  0.22
H  -2.4552  -2.0336  1.3770  0.22
H  -3.0353  -1.4824  2.9536  0.22

Values from the calculation:
frontier orbital gap = 8.5 eV
SMILES = CCOC(=O)[C@@H]1S[C@@]2(C(F)F)C[C@]1(O)c1c(c(OC)c3occc3c1OC)O2

---

(2)
Molecular formula: C18H18F3N8O6PtS2
Method: DFT, ωB97M-V/def2-TZVPD

Each line ends with the natural charge from an NBO analysis.
Cartesian coordinates (Å):
Pt  0.0445  -0.0945  0.0749  1.01
F  -1.8590  2.4201  3.3069  -0.30
C  -1.9056  2.0400  2.0395  0.68
F  -2.6922  2.8886  1.3698  -0.32
F  -0.6494  2.1588  1.5187  -0.35
S  -2.5133  0.3219  1.8947  2.35
O  -1.5071  -0.4463  2.5866  -0.98
O  -3.8198  0.3815  2.4784  -0.94
O  -2.5079  0.1017  0.4276  -1.06
O  0.8935  1.1851  -8.3839  -1.01
S  0.3439  2.4515  -8.8257  2.40
O  1.2202  3.5953  -8.6444  -1.00
O  -0.3770  2.4127  -10.0768  -0.99
C  -0.9140  2.8362  -7.5754  0.15
N  -1.9380  3.6331  -7.9040  -0.40
C  -2.7267  4.0210  -6.9157  0.08
C  -2.5407  3.6322  -5.5976  -0.30
C  -1.4722  2.7878  -5.3678  0.17
N  -0.6637  2.4004  -6.3399  -0.43
C  -1.1380  2.2201  -4.0247  0.03
C  -0.0153  1.4015  -3.9054  -0.16
C  0.2769  0.8394  -2.6895  0.00
N  -0.4850  1.0304  -1.5907  -0.50
C  -1.5518  1.8320  -1.6950  0.07
C  -1.8967  2.4414  -2.8856  -0.23
H  -3.5505  4.6744  -7.1858  0.19
H  -3.1990  3.9812  -4.8157  0.21
H  0.5986  1.2197  -4.7778  0.28
H  1.1487  0.2100  -2.5617  0.21
H  -2.1598  1.9513  -0.8124  0.25
H  -2.7723  3.0736  -2.9012  0.23
C  -3.3121  -3.7219  0.1497  -0.61
C  -1.8247  -3.5552  -0.1368  0.09
C  -1.3305  -4.7003  -1.0162  -0.62
C  -1.0412  -3.5241  1.1752  -0.66
N  -1.7317  -2.2968  -0.9136  -0.48
N  -0.4005  -1.7884  -1.0680  -0.55
H  -3.4903  -4.6840  0.6282  0.22
H  -3.8869  -3.6758  -0.7765  0.22
H  -3.6674  -2.9336  0.8171  0.23
H  -1.4501  -5.6492  -0.4933  0.22
H  -0.2694  -4.5986  -1.2630  0.19
H  -1.8970  -4.7355  -1.9474  0.22
H  -1.3749  -4.3251  1.8336  0.24
H  -1.1857  -2.5781  1.6999  0.25
H  0.0302  -3.6757  1.0186  0.20
H  -2.2811  -1.5533  -0.4804  0.42
H  -0.2750  -1.5345  -2.0449  0.40
H  0.2696  -2.5127  -0.8138  0.41
N  1.2084  -1.1005  1.3591  -0.60
C  1.4995  -1.6885  2.3208  0.53
C  1.8671  -2.4172  3.4193  -0.57
C  2.7856  -1.8785  4.3651  0.30
N  3.5421  -1.4574  5.1246  -0.35
C  1.3210  -3.7200  3.5984  0.31
N  0.8839  -4.7760  3.7460  -0.37

Values from the calculation:
net charge = -1
frontier orbital gap (alpha / beta) = 5.4 / 5.4 eV

---

(3)
Molecular formula: C18H18FN3O3
Method: DFT, ωB97M-V/def2-TZVPD

Each line ends with the natural charge from an NBO analysis.
Cartesian coordinates (Å):
C  5.1098  2.5597  0.6113  -0.64
C  5.2881  1.3319  -0.2688  -0.07
H  6.0327  0.6507  0.1553  0.20
H  5.5704  1.6121  -1.2854  0.19
O  4.0444  0.6365  -0.4078  -0.51
C  3.7265  -0.2570  0.5213  0.82
O  4.4558  -0.6255  1.4037  -0.60
C  2.2976  -0.7547  0.3491  -0.34
H  1.7087  -0.1994  1.0916  0.23
C  2.1863  -2.2533  0.6460  -0.39
C  0.7320  -2.7036  0.5185  -0.41
H  0.6580  -3.7828  0.6549  0.22
C  0.1781  -2.3234  -0.8582  -0.22
N  0.3375  -0.8996  -1.0921  -0.41
C  -0.6329  -0.0527  -0.6838  0.54
C  -0.6476  1.3159  -0.4153  -0.18
C  0.4096  2.2279  -0.3522  0.27
N  1.2779  2.9769  -0.2731  -0.33
N  -1.9427  1.6786  -0.1470  -0.40
C  -2.6502  0.6029  -0.2451  0.46
C  -4.0729  0.4807  -0.0467  -0.13
C  -4.7118  -0.7523  -0.1844  -0.16
C  -6.0751  -0.8537  0.0077  -0.28
C  -6.7889  0.2856  0.3370  0.40
C  -6.1780  1.5212  0.4793  -0.28
C  -4.8159  1.6160  0.2863  -0.14
H  -4.3027  2.5585  0.3872  0.24
H  -6.7713  2.3841  0.7366  0.23
F  -8.1202  0.1886  0.5248  -0.32
H  -6.5884  -1.7968  -0.0940  0.23
H  -4.1352  -1.6270  -0.4429  0.22
O  -1.8978  -0.5023  -0.5704  -0.43
C  1.7175  -0.4668  -1.0386  -0.21
H  1.7808  0.5930  -1.2796  0.25
H  2.2707  -1.0290  -1.7961  0.21
H  -0.8784  -2.5803  -0.9392  0.22
H  0.7295  -2.8490  -1.6430  0.20
H  0.1296  -2.2217  1.2923  0.20
H  2.5664  -2.4559  1.6475  0.24
H  2.8061  -2.8048  -0.0648  0.20
H  6.0211  3.1504  0.6072  0.22
H  4.2857  3.1633  0.2390  0.23
H  4.8891  2.2572  1.6321  0.22

Values from the calculation:
frontier orbital gap = 8.3 eV
SMILES = CCOC(=O)[C@@H]1CCCN(c2oc(-c3ccc(F)cc3)nc2C#N)C1

---

(4)
Molecular formula: C18H18N2O4
Method: DFT, ωB97M-V/def2-TZVPD

Each line ends with the natural charge from an NBO analysis.
Cartesian coordinates (Å):
O  -0.6914  -1.4907  -1.3483  -0.60
C  -0.9620  -0.7556  -0.4307  0.72
N  -0.0256  -0.0789  0.3112  -0.62
C  1.3551  -0.0872  0.1927  0.18
C  2.0800  0.7881  1.0106  -0.24
C  3.4536  0.8240  0.9521  -0.16
C  4.1215  -0.0209  0.0702  -0.02
C  3.4130  -0.8947  -0.7479  -0.17
C  2.0369  -0.9303  -0.6889  -0.21
H  1.4810  -1.6012  -1.3215  0.25
H  3.9558  -1.5387  -1.4225  0.25
N  5.5544  0.0130  0.0073  0.53
O  6.1333  0.7908  0.7389  -0.39
O  6.1046  -0.7372  -0.7723  -0.38
H  4.0254  1.4939  1.5754  0.25
H  1.5523  1.4413  1.6906  0.21
H  -0.3885  0.5781  0.9906  0.41
C  -2.3895  -0.4359  0.0391  -0.18
C  -2.5347  1.0759  -0.0482  -0.03
C  -2.9431  1.8712  1.0147  -0.23
C  -3.0543  3.2445  0.8655  -0.20
C  -2.7527  3.8451  -0.3427  -0.21
C  -2.3350  3.0628  -1.4068  -0.21
C  -2.2264  1.6934  -1.2592  -0.16
H  -1.8926  1.0927  -2.0928  0.21
H  -2.0922  3.5205  -2.3539  0.22
H  -2.8407  4.9149  -0.4553  0.22
H  -3.3789  3.8447  1.7026  0.22
H  -3.1841  1.4339  1.9710  0.22
C  -3.4270  -1.1002  -0.8875  -0.41
H  -4.4138  -0.7133  -0.6243  0.22
H  -3.2194  -0.8485  -1.9269  0.23
C  -3.4243  -2.6252  -0.7456  -0.08
O  -3.5971  -3.0419  0.5910  -0.52
C  -2.5791  -2.5365  1.4141  -0.06
H  -2.7655  -2.9440  2.4104  0.20
C  -2.6069  -1.0051  1.4518  -0.43
H  -1.8545  -0.6465  2.1568  0.21
H  -3.5954  -0.7042  1.8040  0.22
H  -1.5950  -2.8877  1.0642  0.16
H  -4.2602  -3.0543  -1.3013  0.19
H  -2.4842  -3.0284  -1.1441  0.19

Values from the calculation:
frontier orbital gap = 8.7 eV
SMILES = O=C(Nc1ccc([N+](=O)[O-])cc1)C1(c2ccccc2)CCOCC1

---

(5)
Molecular formula: C18H18N2OS
Method: DFT, ωB97M-V/def2-TZVPD

Each line ends with the natural charge from an NBO analysis.
Cartesian coordinates (Å):
O  -3.0034  2.9447  1.1123  -0.54
N  -0.4225  2.0774  -0.9480  -0.18
S  -2.0643  -3.5277  2.7805  0.29
C  -2.3067  2.1176  0.5083  0.51
C  -1.6132  2.5790  -0.6947  -0.09
C  2.2603  -4.1920  1.0865  -0.21
C  1.2015  -5.1249  0.6950  -0.21
C  1.9445  -3.3018  2.0911  -0.23
C  -0.0619  -4.9046  1.3462  -0.22
C  0.6507  -3.0993  2.6005  -0.18
C  -1.7974  -1.6739  0.6652  -0.24
C  -2.4775  -0.8373  2.9071  -0.25
C  -1.8339  -0.3335  0.2362  -0.10
C  -2.5262  0.4335  2.3718  -0.14
C  -0.4309  -3.9367  2.2342  -0.20
C  -2.1677  -1.8975  2.0924  -0.16
C  -2.2283  0.7221  1.0786  -0.17
N  0.3797  2.5593  -1.9963  -0.25
C  1.7529  1.9378  -2.1146  -0.23
C  0.4842  3.9756  -2.2948  -0.26
C  2.5408  2.8824  -2.9220  -0.41
C  1.5379  3.9692  -3.4346  -0.39
H  -2.0271  3.4344  -1.1897  0.19
H  3.2111  -4.4961  0.5780  0.23
H  1.1060  -5.8712  -0.0896  0.23
H  2.7012  -2.6516  2.4274  0.21
H  -0.8676  -5.5564  0.9662  0.21
H  0.5004  -2.1640  3.0813  0.22
H  -1.4936  -2.5419  0.1040  0.23
H  -2.4851  -0.9727  4.0331  0.23
H  -1.4626  -0.1418  -0.7670  0.22
H  -2.6886  1.2122  3.0553  0.23
H  1.6398  0.9089  -2.4685  0.21
H  2.2234  1.8474  -1.1419  0.20
H  -0.4127  4.5437  -2.7172  0.21
H  0.7167  4.4602  -1.3314  0.19
H  3.0844  2.5378  -3.6991  0.22
H  3.3211  3.4830  -2.3088  0.20
H  2.0087  4.9496  -3.5444  0.22
H  1.1062  3.6487  -4.3886  0.21

Values from the calculation:
frontier orbital gap = 8.2 eV
SMILES = O=C(/C=N/N1CCCC1)c1ccc(Sc2ccccc2)cc1

---

(6)
Molecular formula: C18H18N2OS3Tl
Method: DFT, ωB97M-V/def2-TZVPD

Each line ends with the natural charge from an NBO analysis.
Cartesian coordinates (Å):
Tl  -0.3905  1.6074  3.1238  0.53
S  -0.9819  -0.7756  1.6195  -0.45
C  -2.2586  -0.3121  0.4797  -0.21
C  -2.8599  -1.3685  -0.1915  -0.18
C  -3.9443  -1.1876  -1.0269  -0.28
C  -4.4361  0.0940  -1.2215  -0.24
C  -3.8246  1.1574  -0.5945  -0.23
C  -2.7349  0.9960  0.2687  -0.19
S  -2.1159  2.4467  0.9981  -0.45
H  -2.4528  -2.3559  -0.0264  0.20
H  -4.4028  -2.0409  -1.5105  0.19
H  -5.2998  0.2645  -1.8534  0.19
H  -4.1923  2.1627  -0.7508  0.21
N  -3.3319  0.0958  4.2203  -0.69
N  -1.9502  -0.2327  4.5906  -0.69
H  -3.4168  -0.1483  3.2332  0.37
H  -3.3935  1.1160  4.2523  0.34
H  -1.6893  -1.0671  4.0617  0.38
H  -1.9653  -0.4782  5.5782  0.34
O  1.5860  0.8053  1.6870  -1.03
S  1.5412  -0.4522  0.9011  1.30
C  3.2359  -0.3303  0.1335  -0.12
C  3.8417  0.9076  0.0147  -0.24
C  5.1234  1.0136  -0.4968  -0.21
C  5.8081  -0.1280  -0.8833  -0.23
C  5.2051  -1.3699  -0.7608  -0.21
C  3.9184  -1.4702  -0.2519  -0.26
C  0.7651  -0.1076  -0.6925  -0.25
C  0.4526  -1.1614  -1.5327  -0.22
C  -0.1414  -0.8967  -2.7528  -0.21
C  -0.4278  0.4075  -3.1241  -0.22
C  -0.1665  1.4498  -2.2512  -0.21
C  0.4384  1.1908  -1.0335  -0.16
H  3.3080  1.7803  0.3584  0.24
H  5.5885  1.9867  -0.5752  0.21
H  6.8184  -0.0513  -1.2624  0.20
H  5.7434  -2.2649  -1.0498  0.20
H  3.4497  -2.4368  -0.1283  0.21
H  0.6557  -2.1781  -1.2279  0.21
H  -0.3791  -1.7158  -3.4151  0.20
H  -0.8782  0.6112  -4.0868  0.20
H  -0.4592  2.4598  -2.5036  0.21
H  0.6149  1.9787  -0.3182  0.24

Values from the calculation:
net charge = -1
frontier orbital gap = 6.1 eV